w.
17
Properties=species:S:1:pos:R:3 method="wB97M-V/def2-TZVPD" homo_energy_ev=-8.9 orbital_gap_ev=9.72 total_charge=0
H 1.70549 -2.16593 0.80932
N 2.02098 -1.34127 0.14368
C 1.21607 -0.32159 0.18510
N 1.64484 0.85829 -0.51243
N 0.47217 1.79793 -0.52130
C -0.43969 1.10449 0.54980
C -1.30086 -0.10513 0.33385
C -1.14844 -1.05754 -0.91326
C 0.07744 -0.12924 1.17658
H 1.89904 0.54325 -1.37293
H 0.77481 2.59482 0.11606
H -1.04339 2.09067 0.93103
H -2.43699 -0.10315 0.62999
H -2.19823 -0.89159 -1.36652
H -0.51155 -0.72345 -1.91610
H -1.08562 -1.99822 -0.60817
H 0.35393 -0.15234 2.33528

x.
17
Properties=species:S:1:pos:R:3 method="wB97M-V/def2-TZVPD" homo_energy_ev=-7.7 orbital_gap_ev=8.47 total_charge=0
C -2.68987 1.03760 0.60217
C -2.07269 0.83898 -0.56210
C 1.11875 -0.53802 -0.49504
C 1.14219 -1.58960 0.61780
C 1.83098 0.79734 -0.33019
N -0.00017 -1.12469 -2.49861
N 0.45595 -0.76854 -1.53474
N -3.14683 1.29750 1.65450
H -2.02192 -0.09993 -1.06562
H -1.30868 1.57032 -0.91673
H 1.08974 -2.58399 0.22015
H 0.46392 -1.20531 1.43222
H 2.11578 -1.62298 1.23928
H 2.80802 0.50177 0.11051
H 1.10249 1.32284 0.31007
H 2.03476 1.19039 -1.32333
H -2.92244 0.97630 2.53968

Verdict on stability: x comes out on top.

w.
17
Properties=species:S:1:pos:R:3 method="wB97M-V/def2-TZVPD" homo_energy_ev=-8.1 orbital_gap_ev=8.97 total_charge=0
C 0.46558 1.35773 -2.06126
C -1.38896 -0.76628 -0.09003
C -0.11788 -1.35963 0.37149
C 0.72906 -0.63256 1.29495
C 0.87137 -0.36939 -0.28645
H 0.14441 0.53861 -2.87944
H 1.54920 1.80004 -1.93649
H -0.07641 2.32033 -2.28021
H -2.30078 -1.25044 0.31013
H 0.28021 -2.38602 0.31455
H 1.61900 -1.16708 1.70356
H 0.49960 1.47276 1.89804
H -1.07195 0.02541 2.12476
H 1.85649 -0.61448 -0.69484
N 0.16705 0.78834 -0.83153
N -1.13806 0.38662 -0.56563
N 0.13460 0.23671 2.26398

x.
17
Properties=species:S:1:pos:R:3 method="wB97M-V/def2-TZVPD" homo_energy_ev=-9.9 orbital_gap_ev=10.47 total_charge=0
H 0.24577 1.69243 1.87046
N 0.48776 1.99720 0.91864
C -0.03534 1.20121 0.04136
C 0.13907 1.40367 -1.43010
C -0.91593 0.06335 0.51389
C -0.62110 -1.32123 0.02823
C 0.77315 -1.75171 0.36321
N 1.68616 -1.81104 -0.54610
H 2.57859 -2.11012 -0.13157
N -1.87181 0.31225 1.35397
H -1.91605 1.32330 1.54693
H 0.54825 0.50404 -1.89407
H -0.83055 1.63312 -1.87999
H 0.82338 2.23586 -1.61762
H -1.31326 -2.02688 0.49932
H -0.77884 -1.36042 -1.05397
H 1.00077 -1.98509 1.41742

y.
17
Properties=species:S:1:pos:R:3 method="wB97M-V/def2-TZVPD" homo_energy_ev=-8.5 orbital_gap_ev=9.38 total_charge=0
C -0.52495 1.99137 0.11239
C 0.31369 0.79358 -0.06114
C 1.69877 0.77470 -0.20641
C 2.19423 -0.57199 0.13184
N 0.91644 -1.41008 0.05614
C -0.06565 -0.57743 0.03252
N -1.35679 -1.05652 -0.21673
N -2.44543 -0.17365 0.04874
H -1.40573 2.02471 -0.68685
H -0.90931 2.06091 1.13327
H 0.11934 2.88522 0.04707
H 2.41431 1.57000 -0.42650
H 2.92222 -0.80564 -0.75121
H 2.74932 -0.83527 1.11834
H -1.37755 -1.96291 0.23807
H -3.02248 -0.52289 0.84797
H -2.98614 -0.39374 -0.79244

z.
17
Properties=species:S:1:pos:R:3 method="wB97M-V/def2-TZVPD" homo_energy_ev=-8.3 orbital_gap_ev=9.22 total_charge=0
N -0.54349 2.73906 0.37458
N -0.68462 1.55579 1.13694
C -0.44175 0.47442 0.40857
C -0.58959 -0.94580 0.96277
C 0.56789 -1.55231 0.34326
N 0.69896 -2.52492 -0.72883
C 0.18287 -1.13751 -1.04003
C 0.27995 0.36770 -0.94507
H -0.67979 3.58126 1.01513
H 0.05885 2.74359 -0.56194
H -0.74741 -0.99154 2.11078
H -1.55248 -1.34880 0.57983
H 1.39277 -1.01606 0.75614
H 1.71833 -2.73423 -0.89447
H -0.86775 -1.10911 -1.31256
H -0.13651 1.05215 -1.66612
H 1.34378 0.84630 -0.53897

Verdict on stability: x comes out on top.

w.
12
Properties=species:S:1:pos:R:3 method="wB97M-V/def2-TZVPD" homo_energy_ev=-8.4 orbital_gap_ev=7.50 total_charge=0
C -3.54359 -0.63901 0.22117
C -2.54989 -0.77304 -0.36240
C 1.62818 1.10679 -0.38534
C 1.96413 0.22519 0.70172
C 0.19718 -0.55585 -1.03018
N 0.74203 0.65622 -1.19478
S 0.94452 -1.31795 0.29659
H -4.35781 -0.25001 0.76388
H 2.09547 2.02593 -0.62266
H 2.93538 -0.19245 0.55794
H 1.66641 0.57585 1.73144
H -1.72200 -0.86166 -0.67738

x.
12
Properties=species:S:1:pos:R:3 method="wB97M-V/def2-TZVPD" homo_energy_ev=-8.3 orbital_gap_ev=7.48 total_charge=0
C 1.27616 -2.49629 -0.44438
C 0.56822 -1.42597 -0.12100
C -0.92295 -1.43878 -0.01856
C -1.39993 -0.19513 0.40704
C -0.28115 0.69110 0.19769
S -0.16233 2.33999 0.09152
N 0.88813 -0.07304 -0.08360
H 2.39525 -2.38538 -0.58903
H 0.73608 -3.45256 -0.47067
H -1.60194 -2.27003 -0.15871
H -2.52522 0.19510 0.29852
H 1.93404 0.17467 -0.08403

y.
12
Properties=species:S:1:pos:R:3 method="wB97M-V/def2-TZVPD" homo_energy_ev=-8.2 orbital_gap_ev=7.96 total_charge=0
C 1.60097 1.75417 -0.03897
C 0.45454 0.89954 -0.00123
C 1.28980 -0.87679 0.02407
C -0.89579 1.01336 0.10739
C 0.75241 -2.07704 -0.10206
N 2.79058 1.25383 -0.07878
S 2.96124 -0.38766 0.00859
H 1.73374 2.75366 -0.28894
H -1.44704 0.22614 0.37417
H -1.39836 1.99427 0.12697
H 1.37555 -2.92784 0.09932
H -0.26816 -2.44459 0.05908

z.
12
Properties=species:S:1:pos:R:3 method="wB97M-V/def2-TZVPD" homo_energy_ev="-8.7 / -8.7" orbital_gap_ev="8.27 / 8.27" total_charge=0
C -0.42952 1.45955 -0.25107
C 1.49080 -0.41016 0.33411
C 0.25776 2.56403 -0.20467
C -1.00511 -2.20575 -0.22659
C -0.91558 -0.93461 0.23087
N 0.28005 -0.25861 0.17820
S 3.02248 -0.72963 0.45638
H -0.37330 3.44007 -0.42876
H 1.32609 2.78247 -0.33040
H -2.01097 -2.70293 0.04403
H -0.17104 -2.66537 -0.72239
H -1.47165 -0.33905 0.92027

Verdict on stability: x comes out on top.

w.
36
Properties=species:S:1:pos:R:3 method="wB97M-V/def2-TZVPD" homo_energy_ev=-2.0 orbital_gap_ev=3.73 total_charge=-1
Ba -1.18916 -0.29043 -0.87818
P -2.82099 2.02434 -1.53454
O -3.59882 3.25225 -1.90497
O -1.28305 2.29734 -1.15382
O -2.70301 0.84716 -2.58571
O -3.29028 1.33394 -0.18705
C 3.45733 -4.32697 -1.35647
C 4.01473 -3.07311 -2.03790
O 3.19090 -2.04987 -1.55983
C 2.08048 -2.56997 -0.96842
O 1.17474 -1.92597 -0.56642
O 2.17024 -3.91250 -0.88687
F 3.92317 -3.10662 -3.39957
H 4.07380 -4.52880 -0.47856
H 3.36792 -5.20338 -1.98721
H 5.05259 -2.90214 -1.75965
C -5.76714 -0.74491 2.75554
C -4.94286 0.18343 3.63749
O -3.62240 -0.21176 3.33435
C -3.61217 -0.83155 2.12524
O -2.64904 -1.06795 1.48767
O -4.86795 -1.07977 1.70602
F -5.16203 -0.09765 4.96580
H -6.66674 -0.29678 2.34117
H -6.05418 -1.63250 3.32455
H -5.04817 1.25083 3.47194
C 2.86283 3.69660 -0.10881
C 3.97335 3.01463 -0.90504
O 3.37048 1.86008 -1.39245
C 2.11553 1.71617 -0.84523
O 1.38378 0.83436 -1.10921
O 1.85822 2.71821 -0.00242
F 5.02802 2.64462 -0.07396
H 2.52119 4.59989 -0.61854
H 3.23814 4.00003 0.86790
H 4.42055 3.57877 -1.71683

x.
36
Properties=species:S:1:pos:R:3 method="wB97M-V/def2-TZVPD" homo_energy_ev=-2.9 orbital_gap_ev=4.33 total_charge=-1
Ba -9.04919 -17.18594 -13.27980
P -7.09703 -15.20399 -13.81888
O -8.29944 -14.77333 -12.87174
O -6.65821 -16.57635 -13.16354
O -5.94965 -14.21307 -13.92924
O -7.80885 -15.61992 -15.17030
C -14.59481 -15.36264 -12.39681
C -13.67348 -14.26302 -12.92676
O -12.44011 -14.96415 -12.78310
C -12.66287 -16.23133 -13.10074
O -11.81655 -17.02077 -13.38540
O -13.98683 -16.54202 -12.94735
F -13.63802 -13.21302 -12.10681
H -15.60346 -15.25432 -12.79639
H -14.65290 -15.30664 -11.31202
H -13.87653 -13.98818 -13.95887
C -7.35606 -17.48291 -17.59553
C -6.70991 -17.97079 -16.28380
O -5.99258 -19.10784 -16.75256
C -6.55321 -19.54149 -17.88989
O -6.26185 -20.53152 -18.49691
O -7.53337 -18.70192 -18.29634
F -7.66469 -18.33848 -15.40463
H -6.68471 -16.74596 -18.03954
H -8.26415 -16.94740 -17.32441
H -6.05328 -17.24230 -15.82160
C -9.45793 -22.45707 -10.14432
C -9.50958 -21.37573 -9.06018
O -9.30176 -20.15328 -9.75073
C -9.03431 -20.38178 -11.03852
O -8.86277 -19.51972 -11.84105
O -9.10808 -21.69571 -11.30320
F -8.50341 -21.52298 -8.16117
H -10.36129 -23.05007 -10.23009
H -8.56435 -23.05169 -9.95632
H -10.45591 -21.22163 -8.54370

Verdict on stability: x comes out on top.

w.
14
Properties=species:S:1:pos:R:3 method="wB97M-V/def2-TZVPD" homo_energy_ev=-8.4 orbital_gap_ev=9.58 total_charge=0
C 1.31474 -0.70162 0.21308
C -0.34566 -0.84581 -0.47908
C -1.11983 -0.26747 0.67060
C -0.42083 1.04536 0.32386
C 1.03790 0.73374 -0.07018
C -0.06054 0.54495 -1.05354
H 1.18181 -1.48672 -0.51086
H 1.45338 -0.96671 1.26722
H -0.74602 -1.67029 -1.10441
H -2.18528 -0.23590 0.44734
H -0.94079 -0.74835 1.63893
H -0.74831 2.03452 0.60793
H 1.73094 1.57458 -0.08904
H -0.14710 0.96070 -2.04706

x.
14
Properties=species:S:1:pos:R:3 method="wB97M-V/def2-TZVPD" homo_energy_ev=-8.8 orbital_gap_ev=9.94 total_charge=0
C 0.74326 1.07973 0.15638
C 0.92690 -0.45630 0.21720
C -0.26775 -0.41649 1.23655
C -0.76975 0.67678 0.25964
C -0.90886 -0.11546 -1.03748
C 0.19194 -0.86181 -1.04740
H 1.10519 1.63112 1.04138
H 1.07054 1.58734 -0.75943
H 1.88795 -0.93232 0.41864
H -0.87970 -1.34873 1.35719
H 0.07132 0.00194 2.19618
H -1.56256 1.38811 0.52913
H -1.70893 -0.15014 -1.75241
H 0.52176 -1.61613 -1.74003

Verdict on stability: x comes out on top.

w.
14
Properties=species:S:1:pos:R:3 method="wB97M-V/def2-TZVPD" homo_energy_ev=-8.5 orbital_gap_ev=9.13 total_charge=0
C 1.35939 -0.02388 1.14793
C 0.94713 1.07992 0.44396
C -0.22034 0.73115 -0.35341
C -1.66238 0.16201 0.13591
C -0.49815 -0.66643 0.01116
C 0.38949 -1.06803 0.97773
H 2.22529 -0.07115 1.80119
H 1.51384 1.99734 0.31288
H -0.31920 1.13939 -1.35504
H -2.09149 0.38025 1.11500
H -2.34871 0.29881 -0.69933
H 0.25721 -1.90687 1.65269
H 0.39968 -0.91347 -2.96248
H 0.08672 -1.23165 -2.36899

x.
14
Properties=species:S:1:pos:R:3 method="wB97M-V/def2-TZVPD" homo_energy_ev=-9.4 orbital_gap_ev=10.50 total_charge=0
C 2.77857 0.52271 -0.75010
C 2.48848 -0.21387 0.29951
C 0.78811 -0.47965 0.83337
C -0.69346 -0.25300 0.27722
C -1.78328 -0.12482 -0.21934
C -3.21431 0.23925 -0.48021
H 1.96451 0.89930 -1.47103
H 3.81342 0.67342 -0.98853
H 3.13863 -0.84800 0.97708
H 0.80081 -0.08897 1.91160
H 0.81663 -1.57254 1.13484
H -4.01708 -0.59805 -0.37813
H -3.29494 0.83439 -1.40218
H -3.58609 1.00982 0.25589

Verdict on stability: w comes out on top.

w.
14
Properties=species:S:1:pos:R:3 method="wB97M-V/def2-TZVPD" homo_energy_ev=-9.1 orbital_gap_ev=10.18 total_charge=0
C -1.44157 0.86207 -1.67018
C -0.70125 -0.06981 -1.42443
C 0.18884 -1.19021 -1.12899
H -2.09771 1.68779 -1.88836
H -0.39755 -2.10134 -0.92253
H 0.80977 -0.96383 -0.24593
H 0.85459 -1.38701 -1.98611
C 2.03331 -0.04804 1.21925
C 0.87326 0.30644 1.29335
C -0.52145 0.73265 1.38246
H 3.06146 -0.36203 1.15396
H -1.10247 0.01808 1.98943
H -0.97071 0.78656 0.37654
H -0.58852 1.72868 1.85155

x.
14
Properties=species:S:1:pos:R:3 method="wB97M-V/def2-TZVPD" homo_energy_ev=-8.2 orbital_gap_ev=9.37 total_charge=0
C 1.60481 -0.65848 -0.16780
C 0.34483 0.07473 0.11935
C -0.01581 1.55156 0.02494
C -0.86918 0.47960 -0.57612
C -1.82781 -0.62472 -0.34344
C -0.92239 -0.38744 0.81868
H 1.38737 -1.69710 -0.41331
H 2.26797 -0.64003 0.69737
H 2.12086 -0.19612 -1.00801
H 0.50326 2.17641 -0.69458
H -0.30710 2.08107 0.92556
H -1.64806 -1.49969 -0.95996
H -2.88455 -0.40021 -0.22404
H -1.29831 0.13913 1.68741

y.
14
Properties=species:S:1:pos:R:3 method="wB97M-V/def2-TZVPD" homo_energy_ev=-8.1 orbital_gap_ev=9.00 total_charge=0
C 2.92219 0.56465 -0.62938
C 1.53278 0.35758 -0.45785
C 0.37381 0.01529 -0.29031
C -0.73505 -0.39514 0.52194
C -2.03673 0.36885 0.42449
C -1.94289 -1.00448 -0.14743
H 2.39336 0.85118 0.54814
H 3.36375 1.53256 -0.83088
H 3.59001 -0.28834 -0.89001
H -0.49209 -0.79699 1.50860
H -2.58629 0.51388 1.35001
H -2.06211 1.21244 -0.25865
H -2.42406 -1.82206 0.37864
H -1.89668 -1.10943 -1.22730

Verdict on stability: w comes out on top.

w.
14
Properties=species:S:1:pos:R:3 method="wB97M-V/def2-TZVPD" homo_energy_ev=-9.2 orbital_gap_ev=10.38 total_charge=0
C -0.72498 1.32310 -0.33509
C -1.08501 0.57834 -1.32776
C -1.75032 0.27626 -0.01620
H -0.14543 2.14384 0.05758
H -1.01833 0.33286 -2.37717
H -2.78783 0.58270 0.13830
H -1.46677 -0.61771 0.55305
C 1.09682 -1.61627 -0.39412
C 1.35178 -0.71739 0.51607
C 1.50566 0.26597 1.36029
H 1.54944 -2.60306 -0.42084
H 0.37467 -1.35383 -1.16917
H 0.85251 0.36315 2.22388
H 2.24780 1.04204 1.19118

x.
14
Properties=species:S:1:pos:R:3 method="wB97M-V/def2-TZVPD" homo_energy_ev=-8.1 orbital_gap_ev=8.97 total_charge=0
C 2.06959 0.11462 -0.04512
C 0.79096 0.14056 0.03952
C -0.08455 1.33678 0.15394
C -1.32651 0.90720 -0.17195
C -1.44285 -0.54586 0.17159
C -0.01124 -1.05765 -0.05956
H 2.61806 1.17345 -0.23684
H 2.49946 -0.81605 0.19836
H 0.24294 2.30604 0.52080
H -2.04547 1.48914 -0.70433
H -1.79928 -0.72385 1.21307
H -2.05624 -1.01460 -0.63633
H 0.34260 -1.82778 0.60336
H 0.20253 -1.48200 -1.04652

Verdict on stability: x comes out on top.